C44H114N6O5 | the ωB97M-V functional and the def2-TZVPD basis

Computed properties:
E_tot	-66651.343	eV
SMILES	CCN(CC)CC.CCN(CC)CC.CCN(CC)CC.CCN(CC)CC.CCN(CC)CC.CCN(CC)CC.C1CCOC1.CO.CO.CO.CO
highest occupied orbital energy	-0.300	hartree
Kohn-Sham gap	8.8	eV
spin multiplicity	1

Each line ends with the Löwdin charge.
Cartesian coordinates (Å):
C -1.162 -5.697 -1.057  -0.077
C -0.693 -4.306 -0.599  -0.259
N -1.037 -4.047 0.784  -0.189
C -0.985 -2.647 1.145  -0.273
C -1.971 -1.832 0.366  -0.079
C -0.280 -4.849 1.698  -0.260
C 1.255 -4.773 1.664  -0.072
H -0.591 -6.506 -0.582  0.063
H -1.047 -5.814 -2.135  0.066
H -2.209 -5.844 -0.780  0.078
H 0.413 -4.224 -0.775  0.112
H -1.144 -3.567 -1.262  0.080
H -1.269 -2.590 2.203  0.114
H 0.034 -2.234 1.006  0.111
H -2.964 -2.249 0.465  0.084
H -1.908 -0.788 0.658  0.055
H -1.643 -1.815 -0.682  0.045
H -0.601 -5.888 1.583  0.108
H -0.611 -4.550 2.697  0.109
H 1.649 -5.266 2.566  0.082
H 1.604 -3.744 1.738  0.051
H 1.683 -5.268 0.804  0.042
C -0.888 1.345 5.926  -0.069
C 0.535 1.686 5.373  -0.244
N 1.350 0.497 5.211  -0.190
C 0.860 -0.302 4.082  -0.242
C 1.323 -1.768 4.103  -0.064
C 2.727 0.839 4.971  -0.282
C 3.374 1.498 6.174  -0.090
H -1.556 1.009 5.129  0.052
H -1.289 2.276 6.320  0.050
H -0.795 0.562 6.675  0.076
H 0.432 2.228 4.402  0.114
H 1.035 2.340 6.084  0.098
H -0.242 -0.301 4.108  0.102
H 1.109 0.196 3.118  0.105
H 2.338 -1.889 3.700  0.059
H 1.402 -2.092 5.143  0.081
H 0.628 -2.406 3.567  0.037
H 2.876 1.423 4.050  0.099
H 3.257 -0.111 4.832  0.114
H 3.064 2.545 6.310  0.059
H 4.459 1.513 6.058  0.069
H 3.106 0.969 7.091  0.082
C 0.658 2.685 1.099  -0.074
C -0.323 1.632 0.588  -0.255
N 0.087 0.914 -0.588  -0.179
C 1.369 0.284 -0.345  -0.262
C 1.701 -0.806 -1.304  -0.073
C 0.159 1.660 -1.763  -0.296
C -1.178 2.305 -2.117  -0.054
H 0.918 3.367 0.281  0.081
H 1.598 2.251 1.454  0.055
H 0.226 3.230 1.943  0.067
H -0.500 0.876 1.364  0.099
H -1.277 2.114 0.391  0.089
H 2.162 1.056 -0.317  0.120
H 1.356 -0.159 0.663  0.107
H 1.895 -0.409 -2.319  0.061
H 2.606 -1.333 -1.011  0.052
H 0.859 -1.498 -1.446  0.064
H 0.435 0.988 -2.580  0.083
H 0.970 2.424 -1.726  0.128
H -1.491 2.943 -1.274  0.065
H -1.951 1.552 -2.264  0.066
H -1.131 2.951 -2.990  0.049
C -4.148 -3.092 -4.387  -0.080
C -2.907 -2.387 -3.852  -0.271
N -2.509 -1.260 -4.661  -0.178
C -3.514 -0.263 -4.609  -0.297
C -3.204 0.963 -5.451  -0.085
C -1.227 -0.726 -4.181  -0.237
C -0.080 -1.747 -4.124  -0.095
H -4.460 -3.863 -3.678  0.073
H -3.892 -3.606 -5.321  0.081
H -4.995 -2.447 -4.595  0.054
H -3.036 -2.081 -2.790  0.121
H -2.109 -3.123 -3.911  0.099
H -3.781 0.056 -3.570  0.129
H -4.451 -0.686 -4.992  0.099
H -2.322 1.479 -5.050  0.046
H -3.997 1.702 -5.434  0.065
H -2.952 0.684 -6.474  0.084
H -0.829 0.054 -4.844  0.102
H -1.347 -0.226 -3.189  0.105
H -0.086 -2.393 -3.240  0.047
H -0.106 -2.387 -5.011  0.087
H 0.868 -1.206 -4.105  0.045
C -8.338 3.548 2.002  -0.102
C -7.292 2.556 1.618  -0.279
N -5.931 3.099 1.616  -0.195
C -4.909 2.065 1.547  -0.262
C -4.837 1.190 2.809  -0.081
C -5.727 4.018 0.495  -0.250
C -4.495 4.940 0.690  -0.080
H -7.975 4.183 2.800  0.078
H -9.268 3.056 2.291  0.075
H -8.604 4.175 1.146  0.065
H -7.347 1.725 2.316  0.101
H -7.548 2.119 0.622  0.128
H -5.051 1.428 0.648  0.124
H -3.969 2.614 1.447  0.084
H -5.657 0.469 2.834  0.062
H -3.904 0.625 2.890  0.065
H -4.913 1.783 3.724  0.062
H -6.597 4.668 0.411  0.099
H -5.644 3.456 -0.464  0.121
H -4.572 5.845 0.083  0.066
H -3.542 4.464 0.428  0.055
H -4.433 5.246 1.737  0.064
C 3.082 -3.582 -4.183  -0.085
C 4.277 -4.493 -3.937  -0.275
N 4.835 -4.427 -2.628  -0.197
C 3.947 -4.900 -1.618  -0.298
C 3.293 -6.186 -1.981  -0.095
C 5.358 -3.112 -2.302  -0.260
C 6.365 -3.132 -1.159  -0.094
H 3.305 -2.534 -3.939  0.062
H 2.167 -3.860 -3.648  0.064
H 2.802 -3.570 -5.249  0.080
H 4.012 -5.524 -4.196  0.105
H 5.084 -4.239 -4.636  0.118
H 4.546 -5.106 -0.716  0.120
H 3.209 -4.129 -1.299  0.116
H 2.602 -6.081 -2.822  0.067
H 4.068 -6.891 -2.295  0.091
H 2.758 -6.580 -1.124  0.066
H 4.555 -2.359 -2.071  0.102
H 5.825 -2.687 -3.208  0.123
H 7.055 -3.969 -1.287  0.082
H 5.870 -3.229 -0.193  0.063
H 6.956 -2.216 -1.156  0.063
C 5.274 -0.326 0.399  -0.170
C 5.780 1.042 0.775  -0.152
C 4.723 1.573 1.734  -0.189
O 3.769 0.517 1.909  -0.186
C 4.458 -0.687 1.629  -0.210
H 6.045 -1.073 0.199  0.078
H 4.593 -0.286 -0.448  0.102
H 5.961 1.683 -0.080  0.112
H 6.725 0.933 1.314  0.113
H 4.176 2.443 1.368  0.110
H 5.137 1.851 2.716  0.117
H 3.718 -1.472 1.457  0.113
H 5.105 -0.975 2.481  0.131
C -3.182 4.090 4.432  -0.121
O -1.871 4.545 4.917  -0.143
H -3.059 3.751 3.411  0.057
H -3.519 3.228 5.027  0.067
H -3.917 4.895 4.498  0.078
H -1.995 4.931 5.786  0.063
C -2.259 5.326 -3.946  -0.142
O -2.672 4.218 -4.779  -0.143
H -1.240 5.133 -3.623  0.066
H -2.283 6.262 -4.510  0.076
H -2.879 5.382 -3.045  0.075
H -3.608 4.353 -4.968  0.072
C 2.610 4.706 3.341  -0.139
O 3.954 4.786 2.847  -0.128
H 2.407 3.750 3.835  0.055
H 2.333 5.542 3.992  0.082
H 1.987 4.752 2.448  0.063
H 4.596 4.781 3.562  0.071
C 2.017 1.802 -4.910  -0.136
O 3.194 1.569 -4.100  -0.126
H 2.225 2.408 -5.802  0.080
H 1.577 0.844 -5.249  0.071
H 1.259 2.292 -4.310  0.058
H 3.752 0.932 -4.546  0.064